C27H27AsN3RhS | ωB97M-V/def2-TZVPD

Structure (XYZ):
```
60
Properties=species:S:1:pos:R:3:lowdin_spin:R:1
Rh 0.19 -0.12 -0.21 1.513
N 0.48 3.69 -2.15 0.209
C -0.69 4.40 -2.14 0.100
C -0.74 5.69 -2.66 0.011
C -1.92 6.39 -2.65 0.076
C -3.10 5.83 -2.12 0.056
C -3.08 4.56 -1.61 0.019
C -1.87 3.83 -1.62 0.132
S -1.88 2.24 -1.03 0.389
N -0.35 1.69 -1.15 0.309
C 0.69 2.44 -1.63 0.249
C 1.99 1.85 -1.60 0.070
C 3.14 2.46 -2.13 0.062
C 4.35 1.82 -2.02 0.027
C 4.42 0.58 -1.38 0.074
C 3.26 0.03 -0.90 0.032
N 2.06 0.63 -1.00 0.188
H 1.28 4.17 -2.53 0.005
H 0.16 6.14 -3.07 -0.001
H -1.94 7.40 -3.05 0.003
H -4.02 6.40 -2.11 0.002
H -3.98 4.11 -1.20 -0.001
H 3.10 3.42 -2.63 0.004
H 5.24 2.28 -2.42 0.000
H 5.36 0.05 -1.27 0.004
H 3.27 -0.94 -0.40 0.001
C -0.46 0.02 4.46 0.071
C -1.53 -0.33 3.64 0.006
C -1.37 -0.40 2.27 0.080
C -0.11 -0.11 1.73 0.099
C 0.97 0.25 2.54 0.071
C 0.79 0.30 3.91 -0.005
H -0.60 0.07 5.53 0.004
H -2.50 -0.55 4.08 -0.001
H -2.21 -0.67 1.64 0.010
H 1.94 0.48 2.11 0.004
H 1.62 0.57 4.55 -0.001
C 1.14 -3.41 0.86 0.022
As 0.18 -2.51 -0.54 0.073
C 1.16 -2.97 -2.15 0.004
C -1.53 -3.43 -0.74 0.017
C -1.31 -4.92 -0.88 0.003
C -1.17 -5.49 -2.13 0.003
C -0.94 -6.86 -2.26 0.000
C -0.84 -7.65 -1.13 0.003
C -0.98 -7.08 0.13 0.000
C -1.21 -5.72 0.25 0.002
H 0.60 -3.34 1.80 0.000
H 2.11 -2.93 0.97 0.000
H 1.27 -4.46 0.59 0.003
H 0.54 -2.78 -3.02 0.000
H 1.41 -4.03 -2.11 0.001
H 2.06 -2.37 -2.22 0.000
H -1.97 -2.99 -1.64 0.001
H -2.14 -3.18 0.12 0.000
H -1.27 -4.88 -3.03 0.000
H -0.85 -7.30 -3.24 0.000
H -0.67 -8.72 -1.22 0.000
H -0.92 -7.70 1.02 0.000
H -1.34 -5.28 1.24 0.000
```

total charge = +2
DFT total energy = -107572.7649 eV
spin multiplicity = 5
HOMO-LUMO gap (spin up / spin down) = 5.400 / 5.364 eV

C27H27AsN5O6SSeTc | ωB97M-V/def2-TZVPD

Structure (XYZ):
```
69
Properties=species:S:1:pos:R:3:lowdin_spin:R:1
Tc -0.14 -0.34 -0.07 1.731
C -2.26 -2.64 0.65 0.005
O -1.33 -2.14 -0.34 0.017
C -1.62 -2.34 -1.69 0.001
C -2.59 -3.22 -2.12 0.001
C -2.79 -3.36 -3.49 0.000
C -2.05 -2.62 -4.40 0.001
C -1.09 -1.73 -3.95 0.001
C -0.87 -1.59 -2.59 0.004
N 0.06 -0.65 -2.03 0.000
N 0.88 -0.14 -2.84 -0.020
C 1.79 0.80 -2.45 0.019
C 1.87 1.42 -1.19 0.001
O 1.05 1.18 -0.19 0.122
C 2.87 2.41 -0.95 0.003
C 3.76 2.74 -1.92 -0.010
C 3.72 2.15 -3.22 0.004
C 4.64 2.52 -4.21 -0.003
C 4.59 1.95 -5.46 0.005
C 3.60 1.00 -5.74 -0.003
C 2.69 0.62 -4.79 0.004
C 2.73 1.18 -3.50 -0.002
H -3.25 -2.24 0.45 0.000
H -1.89 -2.28 1.60 0.000
H -2.26 -3.73 0.62 0.000
H -3.17 -3.80 -1.43 0.000
H -3.55 -4.05 -3.84 0.000
H -2.23 -2.73 -5.46 0.000
H -0.51 -1.12 -4.63 0.000
H 2.90 2.85 0.03 0.000
H 4.53 3.47 -1.71 -0.001
H 5.40 3.26 -3.97 0.000
H 5.31 2.24 -6.22 0.000
H 3.56 0.56 -6.73 0.000
H 1.94 -0.12 -5.01 0.000
C 2.87 -2.47 -1.38 0.001
C 2.56 -2.23 0.05 0.008
N 1.55 -1.52 0.54 0.000
C 1.67 -1.53 1.91 0.004
C 2.77 -2.25 2.26 0.000
N 3.31 -2.67 1.07 0.003
C 3.45 -2.63 3.53 0.000
O 2.92 -2.18 4.65 0.001
O 4.44 -3.31 3.47 0.000
C 0.65 -0.82 2.71 0.014
O 0.73 -0.78 3.94 0.069
O -0.29 -0.27 2.02 0.052
H 1.96 -2.59 -1.96 0.000
H 3.47 -3.37 -1.49 0.000
H 3.44 -1.63 -1.80 0.000
H 4.15 -3.24 1.03 0.000
H 2.11 -1.64 4.48 0.000
C -0.97 3.68 -1.24 0.005
As -1.87 2.85 0.25 0.005
C -3.54 3.79 0.28 -0.002
C -0.72 3.28 1.72 0.000
S -2.21 0.82 -0.40 0.042
H -1.05 4.76 -1.16 0.001
H -1.42 3.34 -2.16 0.000
H 0.08 3.39 -1.22 0.000
H -3.34 4.85 0.40 0.000
H -4.16 3.42 1.09 0.000
H -4.01 3.60 -0.68 0.000
H -0.21 4.21 1.44 0.000
H 0.00 2.48 1.84 0.000
H -1.29 3.41 2.63 0.000
Se -2.03 -0.08 4.76 0.721
C -2.72 0.96 3.44 0.078
N -3.12 1.63 2.60 0.117
```

total charge = +1
DFT total energy = -187388.0020 eV
energy relative to the best compared isomer or geometry (same formula, charge and spin) = 0.0 kcal per mole
spin multiplicity = 4
HOMO-LUMO gap (spin up / spin down) = 6.959 / 5.723 eV

C27H27BrF6LuN4O4S4 | ωB97M-V/def2-TZVPD

Structure (XYZ):
```
74
Properties=species:S:1:pos:R:3:lowdin_charge:R:1
Lu -0.01 -0.08 0.12 1.347
C -2.48 -0.67 4.63 -0.160
C -2.11 -0.68 3.16 -0.818
S -0.38 -0.80 2.80 0.465
C -3.04 -0.66 2.20 -0.805
C -4.51 -0.61 2.51 -0.147
S -2.62 -0.76 0.49 0.518
H -1.59 -0.62 5.25 0.038
H -3.04 -1.57 4.92 0.071
H -3.12 0.18 4.88 0.062
H -4.91 -1.60 2.74 0.072
H -5.07 -0.23 1.65 0.052
H -4.73 0.04 3.36 0.059
Br 0.06 -7.06 -2.33 0.712
C 0.57 -5.47 -1.42 -0.686
C -0.40 -4.74 -0.74 -0.098
C -0.03 -3.58 -0.08 -0.018
C 1.30 -3.17 -0.12 -0.277
C 2.25 -3.89 -0.81 -0.026
C 1.89 -5.06 -1.46 -0.123
N 1.60 -1.92 0.52 -0.001
C 2.72 -1.78 1.10 -0.072
C 3.04 -0.54 1.82 -0.273
C 4.23 -0.46 2.54 -0.014
C 4.44 0.67 3.32 -0.060
C 3.45 1.62 3.37 -0.037
C 2.29 1.45 2.61 -0.117
N 2.10 0.40 1.82 0.020
H -1.43 -5.06 -0.73 0.109
H -0.77 -3.00 0.45 0.068
H 3.27 -3.54 -0.89 0.113
H 2.62 -5.63 -2.02 0.098
H 3.45 -2.60 1.15 0.132
H 4.95 -1.26 2.49 0.111
H 5.35 0.78 3.89 0.106
H 3.54 2.50 3.99 0.106
H 1.49 2.16 2.67 0.077
C -2.48 2.50 0.63 -0.121
N -1.03 2.45 0.41 -0.303
C -0.39 3.20 1.47 -0.111
C -0.68 3.06 -0.88 -0.185
C 0.78 2.86 -1.21 -0.287
C 1.49 3.86 -1.86 -0.070
C 2.83 3.68 -2.18 -0.115
C 3.44 2.48 -1.84 -0.119
C 2.71 1.49 -1.19 -0.161
C 1.36 1.63 -0.85 -0.224
H -2.81 3.56 0.64 0.091
H -2.71 2.05 1.59 0.076
H -3.00 1.95 -0.14 0.031
H -0.78 4.23 1.50 0.093
H 0.68 3.26 1.29 0.068
H -0.59 2.73 2.43 0.085
H -0.94 4.13 -0.87 0.123
H -1.32 2.60 -1.64 0.097
H 1.00 4.80 -2.11 0.101
H 3.38 4.46 -2.69 0.087
H 4.49 2.31 -2.09 0.087
H 3.23 0.56 -0.96 0.078
F 0.23 -0.17 -5.43 0.141
C 0.60 0.20 -4.21 -0.668
F 0.32 1.48 -4.03 0.157
F 1.92 0.03 -4.10 0.140
S -0.25 -0.89 -2.94 0.609
O 0.79 -1.10 -1.92 -0.408
O -0.72 -2.02 -3.67 -0.246
N -1.33 -0.03 -2.15 -0.382
S -2.72 0.29 -2.96 0.611
O -2.44 0.40 -4.37 -0.278
O -3.42 1.33 -2.29 -0.283
C -3.79 -1.26 -2.82 -0.692
F -3.18 -2.26 -2.22 0.111
F -4.13 -1.64 -4.05 0.129
F -4.91 -0.96 -2.16 0.133
```

total charge = -1
DFT total energy = -205900.9972 eV
energy relative to the best compared isomer or geometry (same formula, charge and spin) = 0.0 kcal per mole
HOMO-LUMO gap = 4.952 eV

C27H27Cl2IN2O3PSTc | ωB97M-V/def2-TZVPD

Structure (XYZ):
```
65
Properties=species:S:1:pos:R:3:lowdin_spin:R:1
Tc 0.47 0.01 0.21 1.781
C -3.51 -4.40 -1.45 0.014
C -3.53 -3.12 -0.88 0.008
C -2.36 -2.39 -0.79 0.006
C -1.17 -2.93 -1.28 0.046
C -1.15 -4.21 -1.86 0.019
C -2.32 -4.94 -1.94 0.001
P 0.36 -1.97 -1.32 0.069
C 0.71 -1.52 -3.02 0.009
C 2.01 -1.28 -3.48 0.006
C 2.22 -0.93 -4.80 0.001
C 1.14 -0.80 -5.67 0.007
C -0.16 -1.02 -5.21 0.001
C -0.38 -1.38 -3.89 0.003
C 1.54 -3.17 -0.71 0.199
C 1.29 -3.62 0.65 0.105
C 2.11 -4.54 1.24 0.019
C 3.20 -5.04 0.51 0.228
C 3.45 -4.62 -0.83 0.079
C 2.64 -3.70 -1.43 0.032
H -4.43 -4.97 -1.52 0.001
H -4.46 -2.71 -0.53 0.000
H -2.38 -1.39 -0.38 0.001
H -0.23 -4.62 -2.26 0.001
H -2.32 -5.92 -2.39 0.000
H 2.85 -1.31 -2.80 0.001
H 3.23 -0.75 -5.16 0.000
H 1.31 -0.53 -6.70 0.000
H -0.99 -0.93 -5.89 0.000
H -1.39 -1.56 -3.55 0.000
H 0.42 -3.24 1.17 0.001
H 1.92 -4.90 2.24 -0.002
H 3.86 -5.78 0.96 0.009
H 4.28 -5.05 -1.39 0.002
H 2.81 -3.42 -2.46 -0.001
O -0.77 -0.68 1.59 0.104
S -1.82 -1.28 2.58 0.020
C -0.82 -1.78 3.99 0.002
C -0.40 -0.48 4.65 0.001
C -1.68 0.36 4.75 0.001
C -2.49 0.16 3.45 0.007
H -0.02 -2.43 3.63 0.000
H -1.50 -2.37 4.61 0.000
H 0.35 0.03 4.04 0.000
H 0.04 -0.66 5.63 0.000
H -1.46 1.42 4.90 0.000
H -2.27 0.03 5.60 0.000
H -2.43 0.97 2.73 0.000
H -3.54 -0.06 3.63 0.000
I 3.09 4.15 3.97 0.002
C 1.76 3.31 2.65 0.005
C 0.71 3.92 2.00 0.016
N 0.10 3.00 1.24 0.000
N 0.69 1.79 1.36 0.010
C 1.71 1.99 2.22 0.012
H 0.37 4.95 2.04 0.001
H -0.69 3.14 0.63 0.000
H 2.38 1.18 2.48 0.001
Cl 1.27 3.73 -1.74 0.003
C 1.11 2.08 -2.26 0.014
Cl -0.43 1.33 -1.59 -0.014
C 2.32 1.25 -1.80 0.016
O 3.36 1.37 -2.35 0.029
O 2.08 0.45 -0.75 0.125
H 1.00 2.05 -3.34 0.000
```

total charge = +3
DFT total energy = -92999.9377 eV
energy relative to the best compared isomer or geometry (same formula, charge and spin) = 36.3 kcal per mole
spin multiplicity = 4
HOMO-LUMO gap (spin up / spin down) = 5.748 / 3.380 eV

C27H27F6Si | ωB97M-V/def2-TZVPD

Structure (XYZ):
```
61
Properties=species:S:1:pos:R:3:lowdin_charge:R:1
C 2.72 -1.86 1.75 -0.161
Si 2.00 -0.24 2.34 0.530
C 0.55 -0.58 3.47 -0.182
C 3.27 0.79 3.26 -0.162
C 1.41 0.70 0.78 -0.238
C 0.07 0.88 0.63 -0.025
C 2.38 1.16 -0.22 -0.219
C 1.96 1.90 -1.35 -0.030
C 2.86 2.32 -2.32 -0.034
C 4.22 2.01 -2.22 -0.270
C 5.17 2.45 -3.28 -0.049
C 4.66 1.28 -1.11 -0.020
C 3.77 0.87 -0.13 -0.036
H 3.08 -2.43 2.61 0.045
H 1.96 -2.45 1.23 0.018
H 3.56 -1.70 1.06 0.029
H 0.91 -1.15 4.34 0.045
H 0.10 0.35 3.84 0.044
H -0.23 -1.17 2.97 0.024
H 3.62 0.22 4.14 0.044
H 4.14 1.05 2.65 0.025
H 2.81 1.73 3.62 0.045
H -0.31 1.57 -0.12 0.049
H -0.63 0.46 1.35 0.054
H 0.92 2.17 -1.45 0.092
H 2.50 2.90 -3.17 0.120
H 6.18 2.11 -3.06 0.079
H 4.89 2.05 -4.26 0.089
H 5.19 3.54 -3.39 0.091
H 5.73 1.04 -1.02 0.121
H 4.16 0.32 0.73 0.075
F -1.05 -5.61 2.00 0.133
C -0.68 -5.51 0.68 -0.506
F 0.66 -5.78 0.63 0.129
F -1.31 -6.54 0.02 0.140
C -1.02 -4.17 0.11 -0.075
C -0.11 -3.53 -0.72 0.022
C -0.39 -2.24 -1.15 0.036
C -1.60 -1.58 -0.79 -0.173
C -1.73 -0.21 -1.12 0.083
C -2.87 0.64 -0.96 -0.178
C -3.82 0.52 0.09 0.023
C -4.90 1.38 0.19 0.033
C -4.99 2.47 -0.68 -0.079
C -6.12 3.44 -0.53 -0.507
F -5.74 4.72 -0.84 0.132
F -7.17 3.13 -1.34 0.137
F -6.60 3.48 0.75 0.131
C -4.07 2.66 -1.71 0.028
C -3.04 1.75 -1.86 0.030
C -2.59 -2.36 -0.11 0.036
C -2.26 -3.60 0.41 0.034
H 0.80 -4.03 -1.03 0.141
H 0.34 -1.71 -1.76 0.139
H -0.92 0.19 -1.74 0.127
H -3.69 -0.24 0.87 0.118
H -5.67 1.23 0.94 0.140
H -4.18 3.50 -2.40 0.142
H -2.33 1.87 -2.68 0.133
H -3.61 -1.99 0.00 0.116
H -2.96 -4.15 1.04 0.144
```

total charge = +1
DFT total energy = -52613.5585 eV
HOMO-LUMO gap = 4.622 eV

C27H27KN5O5STe | ωB97M-V/def2-TZVPD

Structure (XYZ):
```
67
Properties=species:S:1:pos:R:3:lowdin_charge:R:1
K 1.12 0.94 0.08 0.786
O -1.55 -2.21 3.22 0.101
C -0.68 -1.46 2.52 -0.515
O -0.39 -1.70 1.37 0.065
C -0.10 -0.35 3.36 -0.164
O 0.46 0.60 2.52 -0.277
C 0.87 1.78 3.22 -0.119
C 1.36 2.87 2.23 -0.737
O 0.78 3.96 2.30 -0.016
O 2.31 2.53 1.47 -0.182
H -1.89 -2.89 2.63 0.119
H 0.64 -0.80 4.04 0.149
H -0.91 0.07 3.97 0.133
H 1.72 1.53 3.88 0.126
H 0.03 2.15 3.80 0.121
N 2.12 1.67 -3.86 0.118
C 1.12 2.47 -3.29 -0.304
C 0.92 3.73 -3.85 -0.026
C -0.08 4.52 -3.33 -0.062
C -0.85 4.05 -2.27 -0.028
C -0.56 2.79 -1.79 -0.119
N 0.39 2.00 -2.30 0.060
C 2.84 0.59 -3.38 -0.297
C 3.87 0.09 -4.21 -0.023
C 4.63 -0.96 -3.76 -0.080
C 4.38 -1.51 -2.51 -0.071
C 3.36 -0.96 -1.78 -0.152
N 2.58 0.06 -2.19 0.082
H 2.52 2.06 -4.70 0.125
H 1.55 4.09 -4.66 0.102
H -0.26 5.51 -3.74 0.106
H -1.64 4.64 -1.83 0.085
H -1.14 2.38 -0.96 0.050
H 4.05 0.54 -5.18 0.105
H 5.43 -1.35 -4.39 0.104
H 4.97 -2.32 -2.10 0.101
H 3.15 -1.33 -0.78 0.059
Te -2.98 1.17 1.18 0.531
C -3.33 3.07 0.32 -0.755
C -2.73 4.22 0.86 -0.173
C -3.01 5.48 0.37 -0.121
C -3.89 5.65 -0.70 -0.146
C -4.47 4.52 -1.27 -0.133
C -4.19 3.26 -0.77 -0.188
H -2.02 4.11 1.68 0.079
H -2.52 6.34 0.82 0.096
H -4.10 6.64 -1.08 0.084
H -5.14 4.63 -2.11 0.087
H -4.67 2.39 -1.21 0.075
N 1.35 -3.55 -0.08 0.102
C 1.91 -3.74 1.14 -0.923
S 3.42 -3.19 1.56 0.596
N 1.16 -4.41 2.07 0.047
C -0.04 -5.12 1.95 -0.241
C -0.78 -5.31 3.12 -0.048
C -1.97 -6.02 3.10 -0.086
C -2.44 -6.56 1.92 -0.097
C -1.70 -6.39 0.76 -0.081
C -0.51 -5.68 0.77 -0.029
H 1.89 -2.95 -0.69 0.062
H 0.36 -3.36 -0.09 0.095
H 1.59 -4.40 2.98 0.114
H -0.43 -4.87 4.05 0.117
H -2.53 -6.15 4.02 0.105
H -3.38 -7.11 1.89 0.099
H -2.05 -6.81 -0.18 0.104
H 0.06 -5.59 -0.14 0.102
```

total charge = -1
DFT total energy = -80582.9105 eV
energy relative to the best compared isomer or geometry (same formula, charge and spin) = 28.8 kcal per mole
HOMO-LUMO gap = 5.120 eV

C27H27N5O2P2S2Sn | ωB97M-V/def2-TZVPD

Structure (XYZ):
```
66
Properties=species:S:1:pos:R:3:lowdin_charge:R:1
Sn 0.58 0.36 1.47 0.775
S -1.18 -1.07 -2.22 0.203
P 0.26 -1.96 -1.09 0.375
C 0.37 -1.87 0.58 -0.729
P -0.76 -2.60 1.62 0.306
S -2.13 -1.49 2.54 0.129
C -1.68 -3.97 0.81 -0.324
C -1.36 -5.32 0.93 -0.079
C -2.14 -6.29 0.31 -0.108
C -3.24 -5.93 -0.45 -0.124
C -3.56 -4.59 -0.58 -0.101
C -2.79 -3.62 0.04 -0.134
C 0.22 -3.48 2.91 -0.329
C 1.37 -4.17 2.54 -0.102
C 2.14 -4.84 3.48 -0.100
C 1.77 -4.80 4.82 -0.121
C 0.64 -4.10 5.21 -0.103
C -0.13 -3.44 4.25 -0.102
C 0.31 -3.73 -1.64 -0.335
C -0.67 -4.32 -2.42 -0.121
C -0.59 -5.66 -2.77 -0.103
C 0.50 -6.42 -2.36 -0.118
C 1.50 -5.84 -1.60 -0.098
C 1.40 -4.50 -1.24 -0.099
C 1.85 -1.43 -1.83 -0.359
C 2.09 -1.70 -3.18 -0.117
C 3.26 -1.29 -3.79 -0.104
C 4.22 -0.58 -3.06 -0.111
C 3.99 -0.31 -1.72 -0.094
C 2.82 -0.75 -1.10 -0.099
H -0.51 -5.63 1.52 0.093
H -1.87 -7.34 0.41 0.092
H -3.84 -6.69 -0.93 0.087
H -4.41 -4.29 -1.18 0.096
H -3.04 -2.57 -0.06 0.072
H 1.67 -4.15 1.50 0.080
H 3.03 -5.37 3.18 0.090
H 2.38 -5.31 5.57 0.085
H 0.36 -4.04 6.25 0.089
H -1.01 -2.88 4.53 0.049
H -1.51 -3.71 -2.75 0.055
H -1.38 -6.11 -3.36 0.095
H 0.56 -7.47 -2.63 0.087
H 2.35 -6.42 -1.27 0.091
H 2.18 -4.04 -0.65 0.101
H 1.34 -2.22 -3.75 0.097
H 3.43 -1.51 -4.83 0.089
H 5.13 -0.25 -3.53 0.089
H 4.71 0.24 -1.13 0.104
H 2.68 -0.56 -0.04 0.037
N -1.58 2.91 -0.50 0.013
N -0.94 2.42 -1.66 -0.037
C 0.41 2.36 -1.74 -0.473
N 0.90 1.56 -2.71 0.176
N 1.05 3.09 -0.85 0.117
N 2.40 3.00 -0.81 -0.465
O 3.07 2.86 -1.85 -0.021
O 2.89 3.07 0.29 0.017
H -1.31 2.28 0.27 -0.024
H -1.10 3.78 -0.28 0.054
H -1.44 1.63 -2.06 0.058
H 0.34 0.70 -2.82 -0.010
H 1.90 1.41 -2.69 0.064
C 2.12 -0.06 2.70 -0.457
H 2.45 -1.05 3.01 -0.121
H 2.60 0.77 3.23 -0.142
```

total charge = -2
DFT total energy = -86059.6394 eV
energy relative to the best compared isomer or geometry (same formula, charge and spin) = 10.2 kcal per mole
HOMO-LUMO gap = 4.979 eV